Entry 1:
This record from the OMol25 dataset describes a cluster of 2 separate species, CHN3O3 in total at a distorted geometry. The level of theory is ωB97M-V/def2-TZVPD.

The geometry in XYZ format:
```
8
CHN3O3 (ωB97M-V/def2-TZVPD)
C -1.85 -0.86 -0.04
N -2.65 -1.51 -0.43
N 0.34 0.04 0.85
N 0.31 1.08 -0.11
O -0.41 1.94 0.23
O 1.14 1.06 -0.95
O 1.31 -0.80 0.66
H 1.80 -0.95 -0.22
```

## Properties
frontier orbital gap (alpha / beta)	7.62 / 9.59	eV
ΔE to the lowest compared entry with this formula, charge and spin	142.90	kcal/mol
E_LUMO (alpha / beta)	-0.139 / -0.106	hartree
DFT total energy	-11655.6372	eV
charge	0

Entry 2:
This record from the OMol25 dataset describes the molecule C4H8O2. The level of theory is ωB97M-V/def2-TZVPD.

The geometry in XYZ format:
```
14
C4H8O2 (ωB97M-V/def2-TZVPD)
O 2.04 -0.10 0.55
C 0.99 0.03 -0.36
C 0.05 1.25 -0.24
C -1.16 0.29 -0.35
C -0.22 -0.93 -0.17
O -0.12 -1.46 1.14
H 1.63 -0.24 1.41
H 1.42 -0.04 -1.36
H 0.14 2.00 -1.04
H 0.12 1.75 0.73
H -1.63 0.31 -1.33
H -1.95 0.40 0.41
H -0.35 -1.73 -0.92
H -0.99 -1.54 1.53
```

## Properties
frontier orbital gap	10.60	eV
ΔE to the lowest compared entry with this formula, charge and spin	38.33	kcal/mol
E_LUMO	0.032	hartree
SMILES	O[C@@H]1CC[C@@H]1O
DFT total energy	-8371.6195	eV
charge	0

What is the DFT total energy in the second record?
-8371.6195 eV

Please write out number 1 again, unchanged.
This record from the OMol25 dataset describes a cluster of 2 separate species, CHN3O3 in total at a distorted geometry. The level of theory is ωB97M-V/def2-TZVPD.

The geometry in XYZ format:
```
8
CHN3O3 (ωB97M-V/def2-TZVPD)
C -1.85 -0.86 -0.04
N -2.65 -1.51 -0.43
N 0.34 0.04 0.85
N 0.31 1.08 -0.11
O -0.41 1.94 0.23
O 1.14 1.06 -0.95
O 1.31 -0.80 0.66
H 1.80 -0.95 -0.22
```

## Properties
frontier orbital gap (alpha / beta)	7.62 / 9.59	eV
ΔE to the lowest compared entry with this formula, charge and spin	142.90	kcal/mol
E_LUMO (alpha / beta)	-0.139 / -0.106	hartree
DFT total energy	-11655.6372	eV
charge	0

Look up the DFT total energy of the second one.
-8371.6195 eV

Which value of DFT total energy does entry 2 give?
-8371.6195 eV